The following is a quantum chemistry calculation of a cluster of 2 separate species, C4H9ClO2S in total at a distorted geometry, from OMol25.

```
! RIJCOSX wB97M-V def2-TZVPD def2/J DEFGRID3
* xyz 0 1
C 2.647 0.088 -1.522
C -2.422 -0.277 1.877
C -0.032 -0.790 0.526
C 1.280 0.579 -1.363
O -0.785 1.590 0.931
O -2.070 0.334 -0.693
S -1.320 0.328 0.503
Cl 0.068 0.407 -2.581
H 2.560 -0.898 -1.897
H 3.193 -0.068 -0.577
H 3.358 0.561 -2.170
H -2.850 -1.299 1.605
H -1.901 -0.127 2.934
H -3.162 0.499 1.823
H -0.331 -1.759 0.129
H 0.505 -0.889 1.509
H 1.262 1.720 -1.034
*
```


The following is a quantum chemistry calculation of the molecule C2H4ClNO at a distorted geometry, from OMol25.

```
! RIJCOSX wB97M-V def2-TZVPD def2/J DEFGRID3
* xyz 0 1
C 0.119 -0.182 0.121
C -1.288 0.537 0.090
H 2.899 -0.765 -0.906
H -0.121 -1.382 0.546
H -1.116 1.553 -0.537
H -1.606 1.070 1.012
N 1.397 0.299 -0.295
O 2.326 -0.620 0.109
Cl -2.610 -0.511 -0.141
*
```

Computed properties:
SMILES string ... O/N=C/CCl


What are the E_tot values for these records? In order: -31741.7312, -18194.0922 eV.
What are the energy relative to the best compared isomer or geometry (same formula, charge and spin) values for these records? In order: 385.7, 482.0 kJ/mol.